C43H36AlClO2P2 | wB97M-V/def2-TZVPD

The geometry in XYZ format:
```
85
Properties=species:S:1:pos:R:3:forces:R:3:mulliken_charge:R:1
C -2.88452 0.13579 1.89306 -0.0532 0.6992 -0.0613 -1.064
C -1.81871 1.06384 1.98010 -0.5411 -0.3780 -0.2380 0.204
C -2.04867 2.42990 1.77811 0.2240 0.2413 -0.0797 -0.589
C -3.34894 2.90623 1.58766 -0.1162 -0.4871 -0.0425 -0.715
C -4.40200 1.98089 1.51712 -0.0215 0.6443 -0.1211 -0.743
C -4.16553 0.61306 1.59667 0.2716 -0.4735 0.6187 -0.443
P -0.11475 0.43475 2.10829 -1.1170 0.6154 2.8075 1.756
C 0.76594 1.73702 3.05034 1.1016 0.5563 -0.5346 0.475
C 1.67550 2.60561 2.40950 -0.4224 -0.1417 0.0285 -0.310
C 2.20068 3.70345 3.09035 -0.0546 0.0070 0.0962 -0.704
C 1.85398 3.93928 4.42283 -0.0378 -0.2354 -0.2320 -0.542
C 1.02521 3.03597 5.08861 -0.0187 -0.2355 -0.2608 -0.741
C 0.50285 1.92461 4.41648 -0.2155 0.0996 -0.0623 -0.475
Al 0.39204 -0.23592 -0.04450 3.4400 -0.2435 -0.2682 1.764
P -0.57364 -0.34656 -2.10226 -0.9675 -0.5049 -1.9457 1.988
C -1.50755 1.22092 -2.25676 -0.6618 -0.0306 0.0392 0.342
C -2.89072 1.22560 -2.54660 0.6500 1.2525 0.4361 -0.688
C -3.59452 2.43430 -2.38969 0.3913 -0.2478 -0.2026 -0.594
C -2.93355 3.61900 -2.03088 0.1232 -0.0859 -0.0668 -0.601
C -1.54441 3.61777 -1.84052 -0.0261 -0.0078 -0.1871 -0.789
C -0.83329 2.42011 -1.93856 -0.0086 -0.5152 0.2424 -0.434
C 0.39066 -0.53593 -3.61207 0.9339 0.1896 -0.0446 0.411
C 1.31346 -1.60154 -3.67705 -0.2592 0.3042 -0.0660 -0.726
C 2.11698 -1.73630 -4.80747 -0.2004 -0.1905 0.3743 -0.691
C 2.00489 -0.82824 -5.86104 -0.0145 0.0656 0.1917 -0.530
C 1.09874 0.22647 -5.79291 -0.2230 0.0892 0.1591 -0.733
C 0.29149 0.39048 -4.66528 -0.0712 -0.2924 0.3204 -0.512
C -1.59325 -1.86648 -2.05690 -0.3793 0.1952 -0.0434 0.544
C -1.59036 -2.67908 -0.90480 -0.6404 0.0562 -0.4084 0.032
C -2.57944 -3.66041 -0.75075 0.5250 0.0693 -0.1678 -0.666
C -3.50079 -3.87684 -1.78635 0.1011 0.1365 -0.0610 -0.601
C -3.46902 -3.09727 -2.95627 0.1716 -0.1430 0.1077 -0.790
C -2.51222 -2.08745 -3.10431 0.2125 -0.1619 0.5089 -0.804
C -0.22536 -0.94837 3.29332 0.0549 -0.7871 -0.0873 0.301
C -1.27324 -1.04107 4.23104 -0.0700 -0.0628 -0.1026 0.052
C -1.37735 -2.17553 5.04597 0.0737 0.2585 -0.0937 -0.880
C -0.43644 -3.20428 4.95540 0.0014 0.3384 -0.3222 -0.673
C 0.63023 -3.08774 4.05834 0.0352 -0.0256 0.0782 -0.750
C 0.75049 -1.96846 3.23884 -0.3349 0.3433 -0.2477 -0.496
H 1.37414 -2.31149 -2.84198 0.0851 0.1985 -0.4056 0.514
H 2.81943 -2.56766 -4.84835 -0.1210 0.2298 -0.1182 0.477
H 2.64328 -0.93958 -6.73016 -0.0947 0.0121 0.0403 0.436
H 1.01165 0.93924 -6.61015 0.0577 -0.1974 0.1264 0.439
H -0.43668 1.20496 -4.58905 0.4123 -0.2362 -0.1706 0.412
H -3.39561 0.33627 -2.89186 -0.0919 -0.0686 0.2093 0.449
H -4.66543 2.44421 -2.58024 0.2018 0.0508 0.0358 0.464
H -3.49902 4.55843 -1.92742 0.3173 -0.5866 -0.0811 0.450
H -0.99591 4.54797 -1.64424 -0.3611 -0.4296 0.0094 0.426
H 0.25415 2.39614 -1.74636 -0.5428 0.1099 -0.1518 0.548
H -0.85932 -2.51936 -0.09387 -0.2739 -0.0914 -0.2668 0.362
H -2.59877 -4.25749 0.17112 -0.0439 0.1900 -0.5692 0.485
H -4.23368 -4.68354 -1.68056 0.2126 0.4287 -0.0734 0.418
H -4.18795 -3.27451 -3.76197 0.2738 -0.0051 0.3590 0.434
H -2.46625 -1.47036 -4.01456 -0.0910 -0.3626 0.4638 0.522
H -2.03395 -0.24761 4.31081 0.4739 -0.5133 -0.0677 0.472
H -2.21564 -2.24948 5.74260 0.3319 0.0164 -0.1915 0.430
H -0.54372 -4.09634 5.56773 0.0619 0.1888 -0.0998 0.434
H 1.36693 -3.88529 3.98136 -0.1399 0.1862 0.0650 0.464
H 1.58616 -1.87907 2.52852 -0.3869 -0.1975 0.3596 0.265
H 1.95695 2.42153 1.37306 -0.0572 0.1289 0.1626 0.439
H 2.87294 4.39126 2.57907 -0.1357 -0.2270 0.0905 0.442
H 2.24238 4.81505 4.94184 -0.0865 -0.2536 -0.1219 0.421
H 0.78276 3.19680 6.13764 0.0384 -0.1168 -0.2430 0.433
H -0.12509 1.22011 4.95777 0.0775 0.1934 -0.0873 0.381
H -1.19650 3.12987 1.75202 -0.5180 -0.3541 0.1973 0.441
H -3.53774 3.97854 1.47951 0.0784 -0.4532 0.0662 0.477
H -5.42972 2.34051 1.38919 0.4620 -0.1466 -0.0414 0.419
H -4.99179 -0.09239 1.48031 0.2493 0.2446 0.1042 0.487
H -2.68743 -0.94428 1.96263 -0.2054 0.5947 0.0944 0.561
H -1.90969 -0.08593 -0.16654 -2.7375 -1.3166 -0.5799 -0.343
H -2.62012 -0.52865 -0.34058 2.5495 1.5502 0.5133 -0.147
Cl 8.48918 -1.45951 -1.08907 0.9486 -0.1529 -0.1249 -0.161
C 6.84284 -1.20259 -0.85763 -1.7375 0.1681 0.3052 0.340
C 6.34543 -1.00264 0.44369 -0.3042 0.2359 -0.3175 -0.861
C 4.98052 -0.76846 0.63766 0.0431 0.0876 0.1113 -0.143
C 4.13823 -0.73455 -0.47209 0.4351 -0.4300 -0.4856 -0.088
C 4.60432 -0.95680 -1.78248 0.5231 0.2036 0.2643 -0.308
C 5.97975 -1.19401 -1.96699 -0.6059 0.1453 0.2067 -0.783
C 2.70440 -0.54757 -0.28269 -2.3812 1.1262 -0.4950 1.054
O 1.87410 -1.52513 -0.04835 0.0269 1.3928 0.1385 -0.626
O 2.11185 0.62895 -0.42182 0.1657 -2.0478 0.5656 -0.645
H 7.03946 -0.98743 1.27670 -0.1145 -0.0757 -0.0705 0.431
H 4.52873 -0.57140 1.63164 0.6711 -0.2500 -0.6284 0.470
H 3.89501 -0.89164 -2.62862 0.6372 -0.1618 0.5061 0.391
H 6.39058 -1.36263 -2.96431 -0.1595 0.0801 0.3344 0.429
```
Positions in Å, forces in eV/Å.

Its lowest unoccupied orbital energy is -6.27 eV. The HOMO-LUMO gap comes out at 7.3 eV. Its HOMO energy is -0.4970 Eh. The charge is +2. For the max |F|, the calculation gives 3.459 eV Å⁻¹.